A gas-phase ion, C2H5N2O2 (charge +1). Source: the OMol25 dataset; level of theory: ωB97M-V/def2-TZVPD.

As for the LUMO energy (spin up / spin down): -6.93 / -5.72 eV. Its net charge is +1. As for the energy relative to the best compared isomer or geometry (same formula, charge and spin): 143.4 kcal/mol. The value obtained for the HOMO energy (spin up / spin down) is -13.044 / -14.074 eV.

Structure (XYZ):
```
11
Properties=species:S:1:pos:R:3:nbo_charge:R:1
C -0.883 0.781 0.267 0.10
C 1.525 -1.296 -0.052 0.15
N 0.420 0.683 0.670 -0.20
N -1.908 -0.096 0.249 -0.03
O 1.391 -0.251 0.754 -0.18
O -1.830 -1.330 0.224 -0.37
H -1.151 1.778 0.196 0.23
H 2.338 -1.974 0.167 0.23
H 0.562 -1.700 -0.605 0.23
H 0.734 1.591 1.062 0.44
H -2.836 0.365 0.005 0.40
```

***

A molecular structure, C2H5N2O2S2. Source: the OMol25 dataset; level of theory: ωB97M-V/def2-TZVPD.

As for the LUMO energy: 3.27 eV. Its net charge is -1. As for the energy relative to the best compared isomer or geometry (same formula, charge and spin): 42.8 kcal/mol. The value obtained for the HOMO energy is -3.394 eV.

Structure (XYZ):
```
13
Properties=species:S:1:pos:R:3:nbo_charge:R:1
C -2.423 0.050 0.743 1.02
C -0.103 -1.035 -0.800 -0.48
N -0.298 0.079 0.132 -0.34
N 0.528 0.787 0.671 -0.19
O -2.593 1.178 0.976 -0.56
O -2.764 -1.073 0.576 -0.62
S 1.584 2.028 -0.885 -0.54
S 1.958 -0.001 1.574 -0.11
H -0.205 -0.919 -1.837 0.19
H 0.950 -1.288 -0.499 0.20
H -0.768 -1.788 -0.474 0.21
H 1.292 0.991 -1.690 0.08
H 2.840 0.993 1.512 0.13
```

***

2 unconnected molecules or ions with the total composition C2H5N2O3. Source: the OMol25 dataset; level of theory: ωB97M-V/def2-TZVPD.

As for the LUMO energy: 4.29 eV. Its net charge is -1. As for the energy relative to the best compared isomer or geometry (same formula, charge and spin): 20.6 kcal/mol. The value obtained for the HOMO energy is -4.247 eV.

Structure (XYZ):
```
12
Properties=species:S:1:pos:R:3:nbo_charge:R:1
C -0.352 0.788 -1.763 0.54
N -0.980 1.969 -1.435 -0.85
O -0.706 0.099 -2.697 -0.64
H 0.500 0.545 -1.123 0.17
H -0.807 2.251 -0.480 0.39
H -1.942 2.018 -1.732 0.37
N 1.154 -1.781 1.908 -0.92
C 0.453 -0.860 1.078 0.86
O 0.810 0.342 1.192 -0.84
O -0.385 -1.351 0.292 -0.80
H 1.565 -1.357 2.722 0.36
H 0.690 -2.663 2.038 0.36
```

***

A gas-phase ion, C2H5N2OS2 (charge +1). Source: the OMol25 dataset; level of theory: ωB97M-V/def2-TZVPD.

As for the LUMO energy (spin up / spin down): -4.22 / -7.89 eV. Its net charge is +1. The expectation value of S² is 2.014. As for the energy relative to the best compared isomer or geometry (same formula, charge and spin): 0.0 kcal/mol. The value obtained for the HOMO energy (spin up / spin down) is -11.111 / -13.735 eV. As for the multiplicity: 3.

Structure (XYZ):
```
12
Properties=species:S:1:pos:R:3:nbo_charge:R:1
C -1.053 -0.096 -0.353 0.22
C 1.990 0.552 -0.058 -0.17
N -0.026 -1.011 -0.028 -0.73
N -2.293 -0.506 -0.084 -0.74
O 1.771 0.805 1.212 -0.65
S -0.585 1.437 -0.658 0.45
S 1.479 -0.957 -0.720 0.61
H 2.658 1.182 -0.636 0.21
H -0.456 -1.805 0.374 0.42
H -2.750 -1.396 0.034 0.44
H -2.959 0.074 -0.518 0.41
H 2.224 1.720 1.435 0.52
```

***

A gas-phase ion, C2H5N2Si (charge +1). Source: the OMol25 dataset; level of theory: ωB97M-V/def2-TZVPD.

As for the LUMO energy: -4.67 eV. Its net charge is +1. As for the energy relative to the best compared isomer or geometry (same formula, charge and spin): 62.1 kcal/mol. The value obtained for the HOMO energy is -14.198 eV.

Structure (XYZ):
```
10
Properties=species:S:1:pos:R:3:nbo_charge:R:1
H -0.262 -2.832 0.333 0.39
N -0.053 -1.913 0.310 -1.25
Si 0.095 -0.853 -0.957 1.53
C 0.167 0.977 -0.315 -0.70
N -0.215 0.977 0.951 -0.16
C -0.473 0.647 2.035 0.46
H 0.516 -0.677 -2.268 -0.16
H 1.160 1.170 -0.238 0.28
H -0.248 1.791 -0.966 0.30
H -0.900 0.298 2.925 0.29
```

***

A single C2H5N3 molecule. Source: the OMol25 dataset; level of theory: ωB97M-V/def2-TZVPD.

As for the LUMO energy: 0.71 eV. As for the energy relative to the best compared isomer or geometry (same formula, charge and spin): 23.7 kcal/mol. The value obtained for the HOMO energy is -9.672 eV.

Structure (XYZ):
```
10
Properties=species:S:1:pos:R:3:nbo_charge:R:1
N -3.460 -0.387 -0.179 -0.39
C -2.490 0.120 0.213 0.42
N -1.262 0.692 0.400 -0.65
C -0.161 0.289 -0.369 -0.05
N 0.656 -0.616 0.390 -0.84
H -1.044 1.222 1.174 0.40
H -0.591 -0.302 -1.209 0.20
H 0.268 1.194 -0.702 0.18
H 1.683 -0.347 0.682 0.37
H 0.909 -1.317 -0.341 0.36
```

***

| no. | DFT total energy (eV) |
| --- | --- |
| 1 | -9215.9199 |
| 2 | -30899.0248 |
| 3 | -11280.3153 |
| 4 | -28842.4024 |
| 5 | -13002.2129 |
| 6 | -6623.9088 |